Entry 1:
{
  "formula": "Ag2Cl",
  "method": "ωB97M-V/def2-TZVPD",
  "lumo_ha": [-0.5814, -0.8231],
  "multiplicity": 3,
  "homo_energy_ev": [-28.2, -27.7],
  "e_above_lowest_ev": 0.1000,
  "e_tot_ha": -752.49733,
  "homo_lumo_gap_ev": [12.3503, 5.3075],
  "charge": 3,
  "largest_force_ev_per_a": 1.0,
  "elements": ["Ag", "Ag", "Cl"],
  "xyz": [[2.7213, -0.4341, -0.2123], [-2.7456, 0.3956, 0.3941], [0.0244, 0.0384, -0.1818]],
  "forces_ev_per_a": [[0.85, -0.14, -0.03], [-0.93, 0.13, 0.17], [0.09, 0.02, -0.14]]
}



Entry 2:
{
  "formula": "AgH10O9P",
  "method": "ωB97M-V/def2-TZVPD",
  "lumo_ha": [-0.0202, -0.0659],
  "multiplicity": 3,
  "homo_energy_ev": [-9.1, -9.0],
  "e_tot_ha": -1171.44673,
  "homo_lumo_gap_ev": [8.5414, 7.2240],
  "largest_force_ev_per_a": 2.8,
  "elements": ["Ag", "P", "O", "O", "O", "O", "O", "O", "O", "O", "O", "H", "H", "H", "H", "H", "H", "H", "H", "H", "H"],
  "xyz": [[-0.2429, -0.0264, 0.0650], [0.5977, -0.2181, -2.6238], [-2.2400, -0.7392, 0.6505], [0.8175, 1.0201, -3.5593], [-0.8060, -0.2791, -2.0114], [1.4087, -0.0970, -1.3028], [0.4835, -2.2463, 0.4344], [-1.0805, 2.2552, 0.0537], [1.7355, 1.6123, 0.6193], [0.0150, -0.0357, 2.3756], [0.9608, -1.5668, -3.3787], [-0.9960, 2.7498, -0.7614], [0.5666, 0.4779, 2.9656], [-3.0385, -0.5630, 0.1529], [-2.4566, -1.4993, 1.1905], [0.7561, -2.8298, -0.2738], [2.5169, 1.3315, 1.0956], [-1.6202, 2.8104, 0.6165], [1.9628, 1.4978, -0.3034], [0.6572, -2.7424, 1.2344], [0.0024, -0.9119, 2.7609]],
  "forces_ev_per_a": [[0.53, 0.48, -1.15], [1.19, 0.30, -1.50], [-1.01, -0.19, 0.57], [-0.20, -2.61, 0.98], [-1.25, -0.07, -0.07], [0.89, 0.00, -0.38], [-0.02, -0.71, 0.58], [-0.32, 0.27, 0.11], [0.01, 0.72, 0.99], [-0.14, -0.14, 0.57], [-0.44, 2.42, 0.55], [0.14, 0.01, -0.41], [0.23, 0.39, -0.03], [-0.10, 0.21, -0.42], [0.10, -0.25, 0.15], [0.13, 0.00, -0.53], [0.25, -0.09, 0.03], [-0.11, 0.09, 0.26], [0.04, -0.36, -0.62], [0.14, -0.22, 0.19], [-0.06, -0.23, 0.12]]
}



Entry 3:
{
  "formula": "AlB2H8",
  "method": "ωB97M-V/def2-TZVPD",
  "lumo_ha": -0.3947,
  "homo_energy_ev": -15.2,
  "e_above_lowest_ev": 2.0911,
  "e_tot_ha": -296.26315,
  "homo_lumo_gap_ev": 4.4658,
  "charge": 1,
  "largest_force_ev_per_a": 3.7,
  "elements": ["Al", "B", "B", "H", "H", "H", "H", "H", "H", "H", "H"],
  "xyz": [[12.2654, 32.5796, 29.6386], [14.7318, 34.1878, 29.7020], [10.9182, 29.9470, 29.5314], [11.6112, 29.8765, 28.6166], [14.0256, 35.0399, 29.9459], [11.5872, 29.9253, 30.4510], [15.8692, 34.2919, 29.7783], [14.4983, 33.8695, 28.6219], [10.4061, 30.9948, 29.5530], [14.5838, 33.3714, 30.5138], [10.1616, 29.0979, 29.4102]],
  "forces_ev_per_a": [[0.79, -1.63, -0.41], [-3.27, 0.75, -0.65], [3.33, 1.01, 0.48], [1.46, -0.70, -1.69], [-1.27, 1.09, 0.51], [1.09, 0.11, 1.64], [2.30, -1.30, -0.05], [-0.03, 0.00, -2.65], [-2.15, 2.88, 0.80], [-0.07, -1.47, 2.85], [-2.18, -0.74, -0.84]]
}



Entry 4:
{
  "formula": "AlBH10O3",
  "method": "ωB97M-V/def2-TZVPD",
  "lumo_ha": -0.5577,
  "homo_energy_ev": -19.5,
  "e_above_lowest_ev": 4.9483,
  "e_tot_ha": -498.02145,
  "homo_lumo_gap_ev": 4.2856,
  "charge": 2,
  "largest_force_ev_per_a": 4.2,
  "elements": ["Al", "O", "O", "O", "B", "H", "H", "H", "H", "H", "H", "H", "H", "H", "H"],
  "xyz": [[-0.0254, -1.8192, -0.2716], [-2.0123, 0.2910, -0.1569], [-1.0791, -1.3986, 2.2895], [1.6599, 0.1277, 0.9614], [1.0099, 0.6930, -2.0994], [-2.5840, 0.2697, 0.6234], [1.1296, 0.6581, -3.2465], [-0.0963, 0.5527, -1.8560], [1.7154, -0.0265, -1.4874], [-1.7101, -2.0884, 2.5388], [1.6625, 1.0906, 0.8891], [-2.5189, 0.7763, -0.8244], [2.5007, -0.0884, 1.3912], [-1.1061, -0.7638, 3.0192], [1.4540, 1.7258, -1.7704]],
  "forces_ev_per_a": [[-0.18, 1.88, 0.99], [0.49, -0.36, -0.06], [-0.07, -0.48, -0.85], [-0.02, -0.45, -0.47], [-3.20, -1.82, -1.92], [0.10, -0.17, 0.04], [-0.53, 1.89, -2.09], [-1.41, -1.46, 0.07], [1.13, -0.20, 3.96], [0.05, -0.01, 0.10], [-0.16, 0.01, 0.22], [0.06, -0.14, -0.10], [-0.09, -0.09, 0.15], [0.29, 0.12, -0.10], [3.54, 1.28, 0.05]]
}



Entry 5:
{
  "formula": "AlBH22O9",
  "method": "ωB97M-V/def2-TZVPD",
  "lumo_ha": -0.4659,
  "homo_energy_ev": -16.2,
  "e_above_lowest_ev": 18.4224,
  "e_tot_ha": -956.01525,
  "homo_lumo_gap_ev": 3.5598,
  "charge": 2,
  "largest_force_ev_per_a": 12.9,
  "elements": ["Al", "O", "O", "O", "O", "O", "O", "O", "O", "O", "B", "H", "H", "H", "H", "H", "H", "H", "H", "H", "H", "H", "H", "H", "H", "H", "H", "H", "H", "H", "H", "H", "H"],
  "xyz": [[-11.1937, -11.7628, 12.5885], [-9.3289, -12.3153, 12.0584], [-9.9270, -7.8406, 11.4618], [-10.5022, -12.3670, 10.6311], [-7.8239, -9.4000, 12.0015], [-9.0672, -11.0306, 10.0238], [-11.9504, -9.1596, 9.6912], [-12.7820, -10.7894, 11.7306], [-11.4224, -9.9764, 13.4129], [-8.2240, -7.9048, 10.3371], [-10.5510, -10.1071, 11.0728], [-8.6039, -10.4111, 9.4601], [-8.1712, -9.8987, 11.2620], [-10.7966, -9.2582, 13.3188], [-7.9202, -8.4843, 11.7399], [-9.0878, -8.0125, 10.7352], [-12.2379, -9.5508, 13.6777], [-9.7426, -10.5055, 10.4532], [-11.4580, -9.7112, 10.2990], [-12.7961, -9.8569, 11.5152], [-8.5665, -11.8641, 11.6958], [-8.0450, -6.9668, 10.4024], [-11.4720, -9.9912, 11.6230], [-10.1800, -13.0012, 9.9907], [-10.6552, -7.4176, 11.0068], [-10.7639, -10.7504, 10.2330], [-9.9726, -8.7567, 11.1881], [-11.3338, -8.9728, 8.9832], [-13.6342, -11.1155, 11.4411], [-9.7824, -10.5887, 11.6571], [-10.0667, -11.5473, 10.3972], [-9.0956, -13.2432, 12.0278], [-10.1625, -9.1679, 10.7105]],
  "forces_ev_per_a": [[2.20, 3.56, -4.28], [3.47, -1.85, 8.43], [-5.64, 7.52, 7.68], [-9.64, -6.41, -2.88], [-0.10, -2.84, 2.62], [11.42, -1.23, -5.91], [-2.84, 2.09, -1.85], [-3.91, -3.98, 0.91], [0.23, -1.38, 3.14], [5.34, 0.61, -4.88], [-4.53, 1.87, 7.69], [0.70, 0.20, -0.92], [1.07, 0.52, -0.07], [1.39, 0.58, -0.01], [0.83, 0.45, -0.43], [1.86, 1.81, -1.62], [-0.77, -0.13, 0.73], [4.40, 1.15, -3.59], [-2.73, 0.93, -2.70], [-0.41, 0.78, -0.45], [1.20, 1.13, 0.24], [0.18, 0.35, -0.49], [1.52, 1.94, 0.08], [-0.34, -1.06, -0.27], [-0.62, 0.57, -0.06], [-4.00, 1.07, -1.65], [1.66, 3.84, 7.56], [-0.21, 0.29, -0.69], [-0.96, -0.74, -0.24], [0.86, -0.14, 3.85], [0.30, -3.41, -1.12], [0.21, -0.81, 0.28], [-2.15, -7.27, -9.12]]
}



Entry 6:
{
  "formula": "AlF",
  "method": "ωB97M-V/def2-TZVPD",
  "lumo_ha": -0.7444,
  "homo_energy_ev": -23.3,
  "e_above_lowest_ev": 3.7831,
  "e_tot_ha": -341.10090,
  "homo_lumo_gap_ev": 3.0410,
  "charge": 2,
  "largest_force_ev_per_a": 0.1,
  "elements": ["Al", "F"],
  "xyz": [[-0.4270, -0.4063, 2.3686], [0.4270, 0.4063, -2.3686]],
  "forces_ev_per_a": [[-0.02, -0.02, 0.10], [0.02, 0.02, -0.10]]
}